Here is a molecular structure, C11H14IrN5O4S2 from OMol25. Energies are from ωB97M-V with the def2-TZVPD basis set.

Structure (XYZ):
```
37
Properties=species:S:1:pos:R:3:forces:R:3
Ir -0.8477 0.7197 -0.0258 0.81 -1.54 -0.90
C 2.6889 0.2368 0.5054 -1.26 0.75 0.10
S 2.2419 0.0369 -1.2149 2.58 -0.21 -1.01
O 3.0347 1.0537 -1.9489 -1.78 -1.10 0.96
O 2.5461 -1.3432 -1.5764 -0.81 1.39 0.32
O 0.7424 0.3653 -1.2783 0.84 -0.29 -0.08
H 3.7816 0.3611 0.5486 -0.59 0.01 0.08
H 2.3378 -0.6775 0.9906 0.22 0.16 0.17
H 2.0847 1.1251 0.8949 1.19 -1.06 -0.36
S -2.7391 1.2077 0.8303 0.34 0.08 0.01
N -1.3413 5.9926 0.6832 -0.83 1.32 0.13
C -0.6737 5.0264 0.0374 2.15 -0.13 -1.00
C -0.7291 3.6773 0.5048 -1.07 0.87 -0.19
N -0.1763 2.6591 -0.1510 1.92 2.53 -0.85
C 0.7896 3.0594 -1.1079 -2.17 -0.16 1.08
C 0.8242 4.3948 -1.5083 2.06 -0.68 -0.34
N 0.1644 5.4147 -0.9936 -1.95 -1.16 1.52
H -2.0707 5.6956 1.3393 0.51 0.71 -0.58
H -1.3180 6.9624 0.2762 -0.20 -1.74 0.81
H -1.3306 3.4896 1.4000 0.08 -0.24 -0.53
H 1.4603 2.3036 -1.4804 -0.24 0.34 -0.45
H 1.6089 4.6153 -2.2596 -0.71 0.04 0.39
N 0.1411 -6.1174 0.6398 -0.70 -1.84 1.02
C -0.9894 -5.3985 0.8866 -0.60 0.89 0.32
O -1.9390 -5.8844 1.5131 0.74 -0.01 -0.33
C -1.0137 -3.9978 0.4567 -1.42 -0.94 1.76
C -0.1736 -3.4111 -0.4427 2.19 0.13 -3.14
C -0.3324 -2.1026 -0.8172 2.05 -2.29 -1.51
N -1.1329 -1.2794 -0.1478 -1.45 4.12 0.67
C -1.9792 -1.7830 0.7725 -2.99 -3.41 2.19
C -2.0187 -3.1615 1.0315 1.25 2.63 -0.83
H 0.1318 -6.9621 1.2313 0.41 0.60 -0.88
H 1.0017 -5.7809 0.2733 0.25 0.40 -0.02
H 0.5466 -4.0478 -1.0728 -1.12 1.14 0.99
H 0.1333 -1.7224 -1.7164 0.09 -0.13 0.34
H -2.7650 -1.1111 1.2261 1.14 -0.99 -0.62
H -2.6895 -3.6163 1.7001 -0.92 -0.20 0.73
```
Positions in Å, forces in eV/Å.

Summary:
Spin multiplicity: 5
HOMO-LUMO gap (spin up / spin down) (eV): 3.8 / 5.9
⟨S²⟩: 6.036
HOMO (spin up / spin down) (eV): -5.2556 / -9.0599